*w*
Entry from the OMol25 dataset: an isolated ion of composition C6H13N4O and charge +1 (wB97M-V/def2-TZVPD).

Each atom is followed by the atoms it is bonded to, with distances in Å.
Cartesian coordinates (Å):
1 C -1.84 -1.35 0.01  N7 1.232, N10 1.519, H12 1.073
2 C -3.25 0.39 -0.28  C5 1.558, N7 1.446, H13 1.093, H14 1.165
3 C 2.40 0.19 0.18  C4 1.594, N8 1.520, H15 1.110, H16 1.104
4 C 1.09 1.00 -0.24  C3 1.594, N9 1.538, H17 1.050, H18 1.068
5 C -1.96 1.02 0.31  C2 1.558, N10 1.702, H19 1.206, H20 1.055
6 C 0.91 -1.33 -0.83  N8 1.522, N9 1.439, H21 1.106, H22 1.073
7 N -2.97 -1.03 -0.38  C1 1.232, C2 1.446
8 N 1.86 -1.22 0.35  C3 1.520, C6 1.522, H23 1.018
9 N 0.14 -0.12 -0.70  C4 1.538, C6 1.439, N10 1.508
10 N -0.86 -0.27 0.42  C1 1.519, C5 1.702, N9 1.508, O11 1.340
11 O -0.45 -0.34 1.69  N10 1.340, H24 1.013
12 H -1.58 -2.39 0.03  C1 1.073
13 H -4.14 0.59 0.32  C2 1.093
14 H -3.54 0.63 -1.38  C2 1.165
15 H 3.05 0.07 -0.71  C3 1.110
16 H 2.86 0.47 1.14  C3 1.104
17 H 0.82 1.61 0.58  C4 1.050
18 H 1.17 1.64 -1.09  C4 1.068
19 H -1.72 1.92 -0.46  C5 1.206
20 H -2.03 1.33 1.32  C5 1.055
21 H 1.23 -1.14 -1.87  C6 1.106
22 H 0.48 -2.31 -0.76  C6 1.073
23 H 2.72 -1.74 0.21  N8 1.018
24 H 0.55 -0.53 1.67  O11 1.013

Computed properties:
SMILES string = O[N@@+]1(N2CCNC2)C=NCC1
HOMO level = -14.26 eV
molecular weight = 157.2 g mol⁻¹
total charge = +1
gap between HOMO and LUMO = 11.5 eV



*x*
Entry from the OMol25 dataset: an isolated ion of composition C6H13N4O and charge +1 (wB97M-V/def2-TZVPD).

Each atom is followed by the atoms it is bonded to, with distances in Å.
Cartesian coordinates (Å):
1 C 2.24 -1.79 0.52  N7 1.241, O11 1.335, H12 1.069
2 C 2.18 0.40 0.95  C5 1.593, N7 1.427, H13 1.179, H14 1.075
3 C -2.13 0.24 -1.91  C4 1.601, N8 1.414, H15 1.073, H16 1.076
4 C -1.35 1.26 -0.95  C3 1.601, N9 1.398, H17 1.108, H18 1.161
5 C 1.00 1.48 0.88  C2 1.593, N10 1.439, H19 1.035, H20 1.080
6 C -1.90 -0.73 0.09  N8 1.466, N9 1.501, H21 1.123, H22 1.088
7 N 1.71 -0.72 0.20  C1 1.241, C2 1.427
8 N -2.85 -0.58 -1.01  C3 1.414, C6 1.466, H23 1.010
9 N -1.07 0.51 0.20  C4 1.398, C6 1.501, N10 1.230
10 N -0.08 0.53 0.93  C5 1.439, N9 1.230
11 O 3.17 -2.05 1.44  C1 1.335, H24 0.906
12 H 1.90 -2.60 -0.09  C1 1.069
13 H 3.04 0.89 0.30  C2 1.179
14 H 2.31 0.20 1.99  C2 1.075
15 H -2.62 0.89 -2.61  C3 1.073
16 H -1.46 -0.41 -2.45  C3 1.076
17 H -0.38 1.73 -1.21  C4 1.108
18 H -1.95 2.21 -0.67  C4 1.161
19 H 1.07 1.99 1.78  C5 1.035
20 H 1.09 2.04 -0.04  C5 1.080
21 H -2.47 -0.85 1.05  C6 1.123
22 H -1.09 -1.44 -0.10  C6 1.088
23 H -3.77 -0.26 -0.73  N8 1.010
24 H 3.43 -2.92 1.43  O11 0.906

Computed properties:
SMILES string = O/C=N\CC/N=[N+]1\CCNC1
HOMO level = -13.59 eV
molecular weight = 157.2 g mol⁻¹
total charge = +1
gap between HOMO and LUMO = 9.1 eV



Which one sits at the top of the stability order? *x* does.



*w*
Entry from the OMol25 dataset: a 2-piece molecular cluster, C7H14Si overall (wB97M-V/def2-TZVPD).

Each atom is followed by the atoms it is bonded to, with distances in Å.
Cartesian coordinates (Å):
1 C 0.74 -0.80 -1.65  C2 1.277, C3 1.497, C4 1.515
2 C 0.38 0.11 -0.83  C1 1.277, Si8 1.874
3 C 1.21 -1.35 -2.97  C1 1.497, C4 1.581, H10 1.064, H11 1.104
4 C 0.86 -2.31 -1.76  C1 1.515, C3 1.581, H12 1.079, H13 1.073
5 C -0.37 -0.79 1.94  Si8 1.893, H14 1.130, H15 1.088, H16 1.103
6 C -2.16 1.26 0.73  Si8 2.000, H17 1.138, H18 1.095, H19 1.129
7 C 0.85 2.07 1.57  Si8 1.874, H20 1.173, H21 1.053, H22 1.045
8 Si -0.23 0.73 0.83  C2 1.874, C5 1.893, C6 2.000, C7 1.874
9 H 0.33 1.97 -1.82  no bonds
10 H 0.50 -1.44 -3.76  C3 1.064
11 H 2.29 -1.31 -3.17  C3 1.104
12 H 1.73 -2.79 -1.35  C4 1.079
13 H -0.03 -2.84 -1.49  C4 1.073
14 H -0.17 -1.77 1.41  C5 1.130
15 H 0.10 -0.82 2.92  C5 1.088
16 H -1.47 -0.89 1.99  C5 1.103
17 H -2.80 0.41 1.14  C6 1.138
18 H -2.49 2.11 1.33  C6 1.095
19 H -2.37 1.46 -0.37  C6 1.129
20 H 1.03 1.79 2.69  C7 1.173
21 H 1.79 2.24 1.12  C7 1.053
22 H 0.30 2.96 1.50  C7 1.045

Computed properties:
HOMO level (alpha / beta) = -7.98 / -8.65 eV
molecular weight = 126.3 g mol⁻¹
total charge = 0
gap between HOMO and LUMO (alpha / beta) = 8.0 / 8.8 eV



*x*
Entry from the OMol25 dataset: one molecule with the formula C7H14Si (wB97M-V/def2-TZVPD).

Each atom is followed by the atoms it is bonded to, with distances in Å.
Cartesian coordinates (Å):
1 C -2.19 0.00 0.31  C2 1.364, C3 1.535, C4 1.409
2 C -0.91 -0.42 0.11  C1 1.364, C3 1.487, Si8 1.921
3 C -1.90 -1.51 0.34  C1 1.535, C2 1.487, H9 1.044, H10 1.162
4 C -3.32 0.83 0.22  C1 1.409, H11 1.148, H12 1.178, H13 1.181
5 C 2.08 -1.04 1.23  Si8 2.036, H14 1.096, H15 1.065, H16 1.035
6 C 1.12 1.82 0.00  Si8 1.850, H17 1.083, H18 1.100, H19 1.090
7 C 1.60 -0.73 -1.76  Si8 1.897, H20 1.147, H21 1.051, H22 1.068
8 Si 0.95 -0.02 -0.13  C2 1.921, C5 2.036, C6 1.850, C7 1.897
9 H -1.96 -1.99 1.26  C3 1.044
10 H -2.35 -2.26 -0.42  C3 1.162
11 H -4.04 0.52 -0.62  C4 1.148
12 H -3.04 1.96 0.06  C4 1.178
13 H -3.93 0.70 1.23  C4 1.181
14 H 2.45 -0.29 1.94  C5 1.096
15 H 1.34 -1.59 1.75  C5 1.065
16 H 2.84 -1.68 0.96  C5 1.035
17 H 1.47 2.37 -0.87  C6 1.083
18 H 0.17 2.29 0.28  C6 1.100
19 H 1.82 1.96 0.83  C6 1.090
20 H 0.79 -0.44 -2.53  C7 1.147
21 H 2.45 -0.35 -2.25  C7 1.051
22 H 1.82 -1.76 -1.62  C7 1.068

Computed properties:
SMILES string = CC1=C([Si](C)(C)C)C1
HOMO level = -8.60 eV
molecular weight = 126.3 g mol⁻¹
total charge = 0
gap between HOMO and LUMO = 9.5 eV



Which one sits at the top of the stability order? *x* does.



*w*
Entry from the OMol25 dataset: one molecule with the formula C3H7NS (wB97M-V/def2-TZVPD).

Each atom is followed by the atoms it is bonded to, with distances in Å.
Cartesian coordinates (Å):
1 C -0.42 -0.41 0.44  C2 1.517, H5 1.078, H6 1.149, S12 1.758
2 C 0.79 0.02 -0.37  C1 1.517, C3 1.511, H7 1.224, N11 1.410
3 C 1.96 0.81 0.18  C2 1.511, H8 1.042, H9 1.091, N11 1.532
4 H -1.84 1.37 0.03  S12 1.322
5 H -0.32 -1.47 0.26  C1 1.078
6 H -0.30 -0.29 1.58  C1 1.149
7 H 0.53 0.11 -1.56  C2 1.224
8 H 2.44 1.37 -0.55  C3 1.042
9 H 1.80 1.17 1.20  C3 1.091
10 H 2.59 -0.87 -0.79  N11 1.037
11 N 1.93 -0.72 0.00  C2 1.410, C3 1.532, H10 1.037
12 S -2.02 0.07 -0.11  C1 1.758, H4 1.322

Computed properties:
SMILES string = SC[C@H]1CN1
HOMO level = -9.14 eV
molecular weight = 89.2 g mol⁻¹
total charge = 0
gap between HOMO and LUMO = 10.1 eV



*x*
Entry from the OMol25 dataset: one molecule with the formula C3H7NS (wB97M-V/def2-TZVPD).

Each atom is followed by the atoms it is bonded to, with distances in Å.
Cartesian coordinates (Å):
1 C -1.12 0.01 0.17  C2 1.592, C3 1.561, H6 1.057, H7 1.026
2 C 0.04 -1.08 0.09  C1 1.592, N4 1.448, H8 1.082, H9 1.185
3 C 0.03 1.07 0.06  C1 1.561, N4 1.432, H10 1.166, H11 1.220
4 N 0.90 0.00 -0.33  C2 1.448, C3 1.432, S5 1.703
5 S 2.55 0.03 0.11  N4 1.703, H12 1.412
6 H -1.69 -0.13 -0.71  C1 1.057
7 H -1.59 0.15 1.06  C1 1.026
8 H 0.25 -1.81 0.87  C2 1.082
9 H -0.13 -1.81 -0.83  C2 1.185
10 H 0.01 2.01 -0.63  C3 1.166
11 H 0.16 1.39 1.23  C3 1.220
12 H 2.95 -0.83 -0.94  S5 1.412

Computed properties:
SMILES string = SN1CCC1
HOMO level = -8.29 eV
molecular weight = 89.2 g mol⁻¹
total charge = 0
gap between HOMO and LUMO = 9.3 eV



*y*
Entry from the OMol25 dataset: one molecule with the formula C3H7NS (wB97M-V/def2-TZVPD).

Each atom is followed by the atoms it is bonded to, with distances in Å.
Cartesian coordinates (Å):
1 C 1.51 -0.85 -0.41  C2 1.552, H4 1.109, H5 1.109, H6 1.103
2 C 0.39 -0.18 0.44  C1 1.552, H7 1.109, H8 1.099, N11 1.433
3 C -1.87 0.89 0.28  H10 1.071, N11 1.393, S12 1.635
4 H 2.19 -0.11 -0.87  C1 1.109
5 H 1.03 -1.42 -1.23  C1 1.109
6 H 2.12 -1.57 0.15  C1 1.103
7 H 0.79 0.57 1.15  C2 1.109
8 H 0.03 -0.95 1.14  C2 1.099
9 H -0.46 0.84 -1.19  N11 1.052
10 H -2.09 0.51 1.26  C3 1.071
11 N -0.71 0.37 -0.29  C2 1.433, C3 1.393, H9 1.052
12 S -2.94 1.90 -0.43  C3 1.635

Computed properties:
SMILES string = CCNC=S
HOMO level = -8.51 eV
molecular weight = 89.2 g mol⁻¹
total charge = 0
gap between HOMO and LUMO = 9.1 eV



Which one sits at the top of the stability order? *y* does.



*w*
Entry from the OMol25 dataset: one molecule with the formula C3H7NS (wB97M-V/def2-TZVPD).

Each atom is followed by the atoms it is bonded to, with distances in Å.
Cartesian coordinates (Å):
1 C -0.65 -2.65 0.59  H4 1.235, H5 1.185, H6 1.219, S12 1.771
2 C 0.05 1.27 -0.44  C3 1.497, H7 1.169, N11 1.317
3 C 1.01 2.39 -0.20  C2 1.497, H8 1.178, H9 1.121, H10 1.200
4 H -0.92 -2.63 1.79  C1 1.235
5 H 0.24 -3.41 0.36  C1 1.185
6 H -1.48 -3.19 -0.12  C1 1.219
7 H -0.84 1.47 -1.18  C2 1.169
8 H 1.96 2.01 0.39  C3 1.178
9 H 1.30 2.91 -1.15  C3 1.121
10 H 0.12 2.99 0.32  C3 1.200
11 N 0.14 0.06 0.06  C2 1.317, S12 1.730
12 S -0.93 -1.22 -0.41  C1 1.771, N11 1.730

Computed properties:
SMILES string = C/C=N/SC
HOMO level = -8.23 eV
molecular weight = 89.2 g mol⁻¹
total charge = 0
gap between HOMO and LUMO = 9.3 eV



*x*
Entry from the OMol25 dataset: one molecule with the formula C3H7NS (wB97M-V/def2-TZVPD).

Each atom is followed by the atoms it is bonded to, with distances in Å.
Cartesian coordinates (Å):
1 C 2.09 -0.82 -0.42  C2 1.607, H4 1.113, H5 1.031, H6 1.174
2 C 1.45 0.20 0.65  C1 1.607, C3 1.589, H7 1.213, H8 1.079
3 C 0.39 1.08 -0.15  C2 1.589, H9 1.151, N11 1.363
4 H 2.91 -0.29 -0.97  C1 1.113
5 H 1.54 -1.51 -0.94  C1 1.031
6 H 2.91 -1.26 0.30  C1 1.174
7 H 2.21 1.14 0.75  C2 1.213
8 H 1.19 -0.23 1.60  C2 1.079
9 H 0.85 2.03 -0.62  C3 1.151
10 H -2.84 -0.36 -0.50  S12 1.381
11 N -0.95 0.87 -0.26  C3 1.363, S12 1.594
12 S -1.61 -0.53 0.11  H10 1.381, N11 1.594

Computed properties:
SMILES string = CC/C=N\S
HOMO level = -8.44 eV
molecular weight = 89.2 g mol⁻¹
total charge = 0
gap between HOMO and LUMO = 9.1 eV



Which one sits at the top of the stability order? *x* does.